# 1
Formula: C27H27BBr2F4N5NaO3S
Source: the OMol25 dataset
Level of theory: the ωB97M-V functional and the def2-TZVPD basis

Spin multiplicity: 1
Energy relative to the best compared isomer or geometry (same formula, charge and spin), kcal per mole: 0.0
HOMO energy, eV: -1.81
Net charge: -2
Molar mass, g/mol: 771.21

Positions of all 71 atoms, in Å:
Na: -0.40520 -0.30179 0.44770
C: -1.73845 2.35056 -0.13878
C: -0.34087 2.65017 -0.59699
C: -0.01488 3.95009 -1.06963
C: 1.26479 4.21666 -1.43427
C: 2.25392 3.20402 -1.35603
C: 3.59732 3.45682 -1.71385
C: 4.50864 2.43965 -1.60822
C: 4.11483 1.16544 -1.17409
C: 2.80471 0.84929 -0.82552
S: 2.39385 -0.76542 -0.34314
C: 1.84870 1.92800 -0.89736
N: 0.55426 1.69573 -0.51225
H: -2.45270 3.03277 -0.60249
H: -1.80639 2.48679 0.94330
H: -2.02069 1.32663 -0.39407
H: -0.78699 4.70666 -1.10301
H: 1.55593 5.20330 -1.78084
H: 3.87823 4.44717 -2.05533
H: 5.54940 2.60743 -1.86602
H: 4.84912 0.37186 -1.11501
C: 0.99845 0.41874 -3.92971
C: -0.32809 -0.28455 -4.00704
C: -0.84924 -0.72201 -5.24511
C: -2.05067 -1.36934 -5.28020
C: -2.76189 -1.59398 -4.08124
C: -4.01093 -2.26112 -3.99073
Br: -4.87243 -2.92841 -5.56167
C: -4.62271 -2.43255 -2.78127
C: -4.03733 -1.95672 -1.60711
Br: -4.95950 -2.23451 0.03211
C: -2.80249 -1.27551 -1.56641
O: -2.25592 -0.81973 -0.53719
C: -2.16776 -1.11268 -2.89004
N: -0.97700 -0.47491 -2.88366
H: 1.67991 0.06512 -4.70775
H: 1.44538 0.23392 -2.95439
H: 0.87859 1.49972 -4.05229
H: -0.28242 -0.54875 -6.15302
H: -2.46684 -1.71975 -6.21604
H: -5.57536 -2.94148 -2.72205
C: -0.80696 -1.86565 5.30910
N: -0.15814 -0.75004 4.64597
C: 0.13242 0.40330 5.31345
C: 0.64468 1.47040 4.68379
C: 0.86042 1.33518 3.26718
N: 0.56632 0.23137 2.61159
C: 0.00239 -0.82817 3.25180
O: -0.39164 -1.82613 2.65769
N: 1.41461 2.35635 2.59096
H: -0.59472 -1.81422 6.37672
H: -0.42637 -2.79651 4.89855
H: -1.88662 -1.84485 5.14890
H: -0.09067 0.39952 6.37221
H: 0.82815 2.40690 5.18620
H: 1.25405 3.28854 2.94865
H: 1.38870 2.26493 1.58318
C: 1.80104 -3.08295 -3.54766
C: 1.48829 -3.78630 -2.23550
O: 0.50690 -3.10640 -1.48762
H: 2.55095 -3.63754 -4.12243
H: 2.19312 -2.08534 -3.33845
H: 0.89420 -2.98566 -4.14928
H: 2.41139 -3.90665 -1.65390
H: 1.08945 -4.78619 -2.43211
H: 0.89773 -2.25056 -1.22104
F: -0.28958 4.79518 1.98659
B: -0.98466 4.40438 3.15768
F: -0.06979 4.48133 4.25438
F: -2.08085 5.24377 3.38277
F: -1.39523 3.05881 3.02065

# 2
Formula: C27H27Br2F6MgN3O9S
Source: the OMol25 dataset
Level of theory: the ωB97M-V functional and the def2-TZVPD basis

Spin multiplicity: 1
Energy relative to the best compared isomer or geometry (same formula, charge and spin), kcal per mole: 0.0
HOMO energy, eV: -12.97
Net charge: +2
Molar mass, g/mol: 867.69

Positions of all 76 atoms, in Å:
C: -4.23019 -1.56450 3.57836
C: -2.66825 -1.28808 3.45434
C: -2.15891 -1.56205 1.97196
F: -3.15998 -1.14125 1.06267
C: -0.77547 -0.90025 1.67307
C: 0.47315 -1.70482 1.73799
C: 0.48241 -3.23025 2.09508
O: 0.52806 -4.06467 0.90358
C: -0.47000 -5.13000 1.01168
O: -0.30901 -6.06813 -0.09433
C: -0.97686 -5.58079 -1.31673
C: 0.00306 -5.40718 -2.58734
O: -0.16295 -4.08464 -3.06867
C: 1.78640 -1.11843 1.45595
O: 2.91036 -1.99437 1.50224
N: 2.80441 -2.87009 0.44110
O: 3.26476 -3.92596 0.77934
C: 1.98070 0.32157 1.12854
C: 3.40353 0.93461 0.81802
Br: 4.05289 -0.08739 -0.78138
C: 4.37285 0.73360 2.04435
C: 5.73400 1.53062 1.83530
C: 0.75620 1.13053 1.08979
C: -0.59526 0.53439 1.33388
C: -1.85568 1.48789 1.21326
O: -2.78716 1.45539 1.97265
C: -1.72940 2.51540 0.02172
C: -2.91374 2.80539 -0.80214
C: -4.33851 2.21625 -0.59052
N: -4.85395 1.46095 -1.77456
C: -2.68514 3.75005 -1.94562
Br: -4.15453 4.21242 -3.16726
C: -1.33501 4.34799 -2.21058
N: -1.24036 5.20276 -3.37954
C: -0.15555 4.04930 -1.33458
S: 1.44110 4.80472 -1.75402
O: 1.13663 6.17694 -2.18088
O: 2.41754 4.92039 -0.67858
C: 2.06405 3.95761 -3.29240
F: 2.72801 4.90401 -4.03402
F: 1.00388 3.53351 -4.09355
C: 2.98646 2.69277 -3.07308
F: 3.80399 2.74464 -1.99241
F: 3.82507 2.62117 -4.17851
F: 2.23471 1.53137 -3.13522
C: -0.38328 3.12736 -0.21135
C: 0.71586 2.69120 0.79386
O: 1.46154 3.37875 1.43878
H: -4.84292 -0.84629 2.97515
H: -4.48726 -2.60003 3.21344
H: -4.57729 -1.51715 4.64789
H: -2.18031 -2.00290 4.18845
H: -2.43123 -0.25332 3.81265
H: -2.08377 -2.67961 1.87551
H: -0.40380 -3.51622 2.73625
H: 1.38896 -3.43366 2.74023
H: -1.47295 -4.61085 0.98718
H: -0.41449 -5.65416 2.00898
H: -1.75219 -6.34076 -1.62315
H: -1.51824 -4.60777 -1.18884
H: -0.29253 -6.09631 -3.43093
H: 1.12150 -5.55883 -2.29892
H: 0.44617 -3.91847 -3.81443
H: 3.27878 2.01632 0.55748
H: 4.62048 -0.34963 2.21214
H: 3.91235 1.10051 3.01129
H: 6.00040 1.67826 0.75266
H: 5.58143 2.55528 2.28429
H: 6.57893 1.05092 2.39330
H: -5.02512 3.09548 -0.39360
H: -4.43756 1.54209 0.29988
H: -4.09452 0.98078 -2.26241
H: -5.52897 0.78690 -1.41231
H: -1.64231 4.70934 -4.18916
H: -1.82524 6.02911 -3.22431
Mg: 1.64928 -5.60972 -0.53897

# 3
Formula: C27H27BrNOS
Source: the OMol25 dataset
Level of theory: the ωB97M-V functional and the def2-TZVPD basis

Spin multiplicity: 1
Energy relative to the best compared isomer or geometry (same formula, charge and spin), kcal per mole: 44.7
HOMO energy, eV: -10.42
Net charge: +1
Molar mass, g/mol: 493.49

Positions of all 58 atoms, in Å:
C: -1.04557 4.17170 3.83456
S: 0.29594 3.63531 2.71611
C: 1.34428 2.80237 3.92811
C: -0.43422 2.28055 1.97702
C: -0.95942 2.47124 0.67215
C: -1.82529 1.38745 0.06993
C: -2.40449 0.30755 0.76577
C: -3.31206 -0.53947 0.10567
C: -3.61609 -0.33360 -1.24947
Br: -4.74081 -1.53307 -2.17188
C: -3.04950 0.74750 -1.93851
C: -2.16893 1.59082 -1.27050
O: -0.71081 3.51544 0.00214
H: -0.62947 5.01878 4.38869
H: -1.88487 4.53017 3.23031
H: -1.35069 3.35521 4.50621
H: 1.89356 3.57926 4.46769
H: 0.72897 2.20732 4.61298
H: 2.06704 2.18762 3.38590
H: -0.81264 1.49815 2.61958
H: -2.15389 0.14335 1.81550
H: -3.77451 -1.35596 0.64921
H: -3.27965 0.92124 -2.98010
H: -1.74612 2.43783 -1.80880
C: 5.16527 4.47352 0.79483
C: 4.68090 3.22704 1.40301
N: 5.37095 2.59569 2.38669
C: 6.50370 3.15347 3.09849
C: 4.80732 1.34518 2.65927
C: 3.70714 1.18129 1.78942
C: 2.92338 0.03385 1.86606
C: 3.23299 -0.90342 2.85667
C: 4.34222 -0.73627 3.70578
C: 5.15776 0.40391 3.61592
C: 3.58723 2.39706 1.00340
C: 2.52751 2.61708 0.10007
C: 2.23683 1.72307 -0.97915
C: 3.01710 0.56162 -1.26729
C: 2.60060 -0.35714 -2.22403
C: 1.39211 -0.16492 -2.89917
C: 0.67162 1.01893 -2.72492
C: 1.16149 1.99643 -1.87203
H: 4.64038 4.58888 -0.15620
H: 4.95353 5.36141 1.40303
H: 6.24719 4.44381 0.59858
H: 6.76518 2.45303 3.89307
H: 7.36860 3.31001 2.44251
H: 6.24059 4.11929 3.54002
H: 2.12574 -0.11623 1.13557
H: 2.60505 -1.78735 2.96150
H: 4.55952 -1.49865 4.44556
H: 6.02498 0.56013 4.25562
H: 1.92035 3.52292 0.19140
H: 3.94568 0.39779 -0.71737
H: 3.21786 -1.23887 -2.41396
H: 1.01513 -0.92858 -3.58133
H: -0.26964 1.17896 -3.24967
H: 0.71518 2.98631 -1.84475

# 4
Formula: C27H27CrN14O3S2
Source: the OMol25 dataset
Level of theory: the ωB97M-V functional and the def2-TZVPD basis

Spin multiplicity: 4
Energy relative to the best compared isomer or geometry (same formula, charge and spin), kcal per mole: 30.3
HOMO energy (alpha / beta), eV: -3.43 / -3.35
Net charge: -2
Molar mass, g/mol: 711.74
<S²>: 3.827

Positions of all 74 atoms, in Å:
Cr: 0.09366 -1.38871 0.67873
N: -1.51108 -2.45243 3.45343
C: -1.54738 -1.08485 3.19723
N: -2.12559 -0.19216 3.95598
N: -1.87496 1.00717 3.32991
N: -1.18090 0.82199 2.26049
N: -0.97316 -0.53337 2.13984
C: -0.41208 -3.20829 3.05050
N: -0.02837 -4.31817 3.63283
N: 1.09452 -4.69293 2.94571
N: 1.35124 -3.84006 2.00798
N: 0.38757 -2.87161 2.05983
H: -1.89682 -2.72506 4.33723
S: 1.80891 -1.91234 -0.97300
C: 1.33758 -0.57300 -1.96072
N: 1.98091 -0.32476 -3.09350
N: 1.67567 0.81622 -3.72163
C: 1.46972 2.12970 -3.22023
C: 1.57971 2.48175 -1.87776
C: 1.41394 3.80390 -1.48696
C: 1.14484 4.80006 -2.42163
C: 1.05415 4.44958 -3.76254
C: 1.21421 3.12740 -4.15890
N: 0.23529 0.24125 -1.71752
N: -0.42544 -0.03075 -0.71608
C: -1.66739 0.74214 -0.67548
C: -2.82347 0.13421 -0.21410
C: -4.00643 0.85671 -0.17654
C: -4.04004 2.17765 -0.60077
C: -2.87605 2.77633 -1.07413
C: -1.69116 2.05916 -1.11589
H: 1.89675 0.76233 -4.69039
H: 1.80125 1.72946 -1.13315
H: 1.49904 4.05219 -0.43238
H: 1.00603 5.82789 -2.10679
H: 0.86040 5.20973 -4.51216
H: 1.14120 2.85991 -5.21090
H: -2.79685 -0.90308 0.08517
H: -4.90631 0.37995 0.19620
H: -4.96636 2.74053 -0.55706
H: -2.88350 3.80860 -1.40331
H: -0.77686 2.51697 -1.47718
N: 2.02357 -0.53371 1.77149
C: 2.41385 0.73438 2.34253
C: 2.45673 0.93340 3.71174
C: 2.91306 2.14697 4.23144
C: 3.32360 3.17268 3.37566
C: 3.23756 2.97323 2.00001
C: 2.78216 1.76739 1.49236
S: 4.07797 4.67631 3.99903
O: 3.41484 5.73969 3.26190
O: 3.80118 4.66523 5.42703
O: 5.48480 4.51974 3.66157
H: 2.12404 -1.28784 2.43053
H: 2.60722 -0.75903 0.98197
H: 2.14252 0.13311 4.37519
H: 2.97902 2.31358 5.30095
H: 3.54134 3.77521 1.33186
H: 2.73667 1.60583 0.41895
C: -3.46685 -3.90190 -2.61615
C: -2.12840 -4.39452 -2.05320
C: -2.30457 -5.77937 -1.41255
C: -1.08972 -4.47948 -3.18341
C: -1.62408 -3.43815 -1.04189
C: -1.15143 -2.64993 -0.23877
H: -3.81803 -4.57631 -3.40958
H: -3.35882 -2.89573 -3.03219
H: -4.22503 -3.86453 -1.82767
H: -2.60588 -6.51742 -2.16928
H: -3.06880 -5.74435 -0.63112
H: -1.36805 -6.10546 -0.95214
H: -1.42488 -5.18333 -3.96048
H: -0.12426 -4.81256 -2.78978
H: -0.93772 -3.49435 -3.63633